(1)
This record from the Open Molecules 2025 dataset describes 2 unconnected molecules or ions with the total composition C5H14S at a distorted geometry. The level of theory is wB97M-V/def2-TZVPD.

Last column: Löwdin charge in e.
Geometry (Å):
C1 1.607 0.238 -0.100  -0.180
C2 1.592 1.001 -1.407  -0.594
S1 0.125 1.994 -1.714  0.767
C3 -1.221 0.789 -1.995  -0.397
H1 0.795 -0.495 0.000  0.057
H2 1.425 0.866 0.776  0.070
H3 2.492 -0.399 -0.008  0.072
H4 2.419 1.705 -1.483  0.062
H5 1.672 0.261 -2.211  0.069
H6 -1.924 0.886 -1.176  0.022
H7 -1.698 0.971 -2.958  0.025
H8 -0.733 -0.181 -2.072  0.028
C4 -1.378 -2.422 3.882  -0.174
C5 -0.741 -2.830 2.572  -0.187
H9 -0.863 -2.865 4.725  0.064
H10 -1.279 -1.346 4.035  0.057
H11 -2.455 -2.593 3.844  0.065
H12 0.350 -2.898 2.645  0.062
H13 -1.004 -2.449 1.596  0.051
H14 -0.980 -3.904 2.464  0.063

Atomic forces in eV per Å
-0.62 -0.63 0.69
-0.37 -0.88 -0.17
-0.36 0.64 -0.15
0.88 0.21 -0.21
-0.14 0.17 -0.55
0.59 0.18 -0.09
0.22 0.48 0.17
0.04 -0.04 -0.01
0.22 0.29 -0.12
-0.12 -0.41 -0.03
-0.01 0.20 0.16
-0.34 -0.21 0.32
-0.23 1.70 -0.74
0.82 -2.66 0.14
-0.27 -0.47 0.09
0.03 0.13 0.05
0.11 -0.35 0.41
-0.04 0.58 -0.04
-0.38 0.93 0.20
-0.02 0.16 -0.12

total charge = 0
energy relative to the best compared isomer or geometry (same formula, charge and spin) = 0.5790 eV
LUMO = 0.91 eV
HOMO = -8.435 eV
frontier orbital gap = 9.35 eV

=====

(2)
This record from the Open Molecules 2025 dataset describes 2 unconnected molecules or ions with the total composition C5H14S at a distorted geometry. The level of theory is wB97M-V/def2-TZVPD.

Last column: Löwdin charge in e.
Geometry (Å):
C1 2.021 -1.217 1.108  -0.322
S1 3.341 -0.445 0.238  1.165
C2 2.767 1.197 -0.003  -0.307
H1 2.447 -2.046 1.683  0.071
H2 1.326 -1.683 0.402  0.079
H3 1.477 -0.560 1.785  0.075
H4 1.744 1.332 0.302  0.055
H5 3.353 1.911 0.592  0.089
H6 2.901 1.445 -1.050  0.073
C3 -2.496 -0.218 -1.605  -0.120
C4 -1.376 0.248 -0.677  -0.323
C5 -1.747 0.073 0.800  -0.126
H7 -2.231 -0.263 -2.663  0.072
H8 -3.379 0.384 -1.440  0.076
H9 -2.742 -1.266 -1.386  0.080
H10 -1.163 1.303 -0.864  0.096
H11 -0.487 -0.356 -0.891  0.073
H12 -2.816 -0.136 0.928  0.077
H13 -1.288 -0.710 1.376  0.047
H14 -1.651 1.007 1.366  0.071

Atomic forces in eV per Å
-0.04 -0.78 0.62
-0.10 0.00 0.11
0.03 0.62 0.19
0.08 0.11 -0.11
-0.03 0.21 -0.23
0.08 0.26 -0.20
-0.50 -0.24 -0.03
0.29 -0.26 -0.10
0.10 0.09 -0.28
0.25 -0.91 0.06
-0.01 -0.44 0.07
-1.26 0.97 0.46
0.08 0.55 0.04
-0.27 0.11 -0.18
-0.13 0.23 0.24
0.19 -0.11 -0.11
0.16 0.26 -0.13
0.05 -0.06 -0.32
0.66 -0.48 -0.06
0.36 -0.13 -0.07

spin multiplicity = 2
total charge = +1
energy relative to the best compared isomer or geometry (same formula, charge and spin) = 0.2159 eV
LUMO (spin up / spin down) = -3.39 / -8.49 eV
HOMO (spin up / spin down) = -14.532 / -14.532 eV
frontier orbital gap (spin up / spin down) = 11.15 / 6.04 eV

=====

(3)
This record from the Open Molecules 2025 dataset describes 2 unconnected molecules or ions with the total composition C5H14S2. The level of theory is wB97M-V/def2-TZVPD.

Last column: Löwdin charge in e.
Geometry (Å):
C1 -1.546 1.763 -4.835  -0.498
S1 -1.062 0.790 -3.392  0.403
S2 0.860 1.397 -3.090  0.403
C2 0.637 2.892 -2.103  -0.498
H1 -2.576 1.470 -5.100  0.031
H2 -0.889 1.559 -5.697  0.034
H3 -1.531 2.846 -4.629  0.029
H4 0.087 3.674 -2.653  0.029
H5 0.099 2.679 -1.164  0.034
H6 1.640 3.277 -1.854  0.032
C3 0.003 -3.080 2.497  -0.140
C4 -0.157 -1.748 3.231  -0.344
C5 1.185 -1.196 3.709  -0.141
H7 0.654 -2.949 1.617  0.072
H8 -0.974 -3.464 2.159  0.068
H9 0.462 -3.826 3.167  0.072
H10 -0.635 -1.014 2.554  0.101
H11 -0.826 -1.889 4.102  0.101
H12 1.855 -1.034 2.848  0.072
H13 1.051 -0.236 4.236  0.068
H14 1.663 -1.911 4.398  0.072

Atomic forces in eV per Å
-0.09 0.36 -0.57
0.02 0.04 -0.05
-0.04 0.03 0.04
-0.17 0.52 0.41
0.37 0.09 0.16
-0.26 0.00 0.43
-0.03 -0.48 0.01
0.28 -0.37 0.14
0.26 -0.01 -0.43
-0.35 -0.18 -0.14
-0.06 -0.04 -0.03
-0.22 0.11 0.04
0.00 0.07 0.04
-0.22 -0.15 0.28
0.41 0.07 0.09
-0.14 0.18 -0.30
0.11 -0.29 0.34
0.20 0.13 -0.40
-0.15 -0.03 0.36
0.14 -0.35 -0.18
-0.07 0.30 -0.23

total charge = 0
energy relative to the best compared isomer or geometry (same formula, charge and spin) = 0.1191 eV
LUMO = 0.77 eV
HOMO = -8.931 eV
frontier orbital gap = 9.70 eV

=====

(4)
This record from the Open Molecules 2025 dataset describes a molecular structure, C5H15CrIN2O2 at a distorted geometry. The level of theory is wB97M-V/def2-TZVPD.

Last column: Löwdin charge in e.
Geometry (Å):
C1 1.046 -1.460 -1.884  -0.122
C2 0.454 1.131 -2.898  -0.285
H1 1.953 -1.235 -1.356  0.036
H2 1.153 -1.394 -2.939  0.008
H3 0.332 -2.215 -1.488  0.015
H4 1.212 1.749 -2.471  0.004
H5 0.829 0.488 -3.619  -0.026
H6 -0.585 1.472 -3.048  -0.023
Cr1 -0.100 0.066 -1.376  0.029
C3 -0.458 2.010 -0.711  -0.180
H7 0.471 2.570 -0.758  0.015
H8 -0.828 2.085 0.306  -0.010
H9 -1.184 2.487 -1.358  0.013
I1 -2.089 -0.883 -2.447  0.460
C4 0.801 -0.917 3.717  -0.029
O1 1.382 -0.700 2.406  0.035
C5 0.535 -0.496 1.409  -0.522
O2 0.929 -0.158 0.307  -0.022
N1 -0.793 -0.653 1.668  0.058
N2 -1.566 -0.218 0.532  -0.034
H10 0.320 0.002 4.093  0.107
H11 1.650 -1.159 4.348  0.100
H12 0.088 -1.756 3.731  0.104
H13 -1.148 -0.496 2.589  0.123
H14 -2.293 -0.914 0.382  0.037
H15 -2.111 0.591 0.863  0.108

Atomic forces in eV per Å
0.39 -2.93 -0.62
-0.77 0.11 0.62
0.21 -0.03 0.33
-0.11 -0.44 -0.72
0.96 0.20 -0.32
0.30 1.01 -0.36
0.55 -0.81 -1.92
1.12 0.61 -0.71
-0.55 2.54 2.61
-0.88 0.95 0.52
0.23 -0.07 -0.09
-0.06 -0.05 0.38
-0.16 0.18 -0.13
-2.18 -0.90 -1.50
0.23 -0.05 0.05
-0.41 -0.12 0.42
-0.28 0.57 0.37
1.53 -0.18 1.42
0.03 0.21 -1.31
-1.21 -0.47 1.93
0.21 -0.27 -0.21
-0.07 0.02 0.06
0.34 0.24 -0.15
-0.18 -0.03 0.23
0.25 -0.33 -0.29
0.51 0.04 -0.62

spin multiplicity = 5
total charge = 0
energy relative to the best compared isomer or geometry (same formula, charge and spin) = 2.7150 eV
LUMO (spin up / spin down) = -0.10 / -1.88 eV
HOMO (spin up / spin down) = -7.094 / -7.966 eV
frontier orbital gap (spin up / spin down) = 6.99 / 6.09 eV

=====

Please write out number 3 again, unchanged.
This record from the Open Molecules 2025 dataset describes 2 unconnected molecules or ions with the total composition C5H14S2. The level of theory is wB97M-V/def2-TZVPD.

Last column: Löwdin charge in e.
Geometry (Å):
C1 -1.546 1.763 -4.835  -0.498
S1 -1.062 0.790 -3.392  0.403
S2 0.860 1.397 -3.090  0.403
C2 0.637 2.892 -2.103  -0.498
H1 -2.576 1.470 -5.100  0.031
H2 -0.889 1.559 -5.697  0.034
H3 -1.531 2.846 -4.629  0.029
H4 0.087 3.674 -2.653  0.029
H5 0.099 2.679 -1.164  0.034
H6 1.640 3.277 -1.854  0.032
C3 0.003 -3.080 2.497  -0.140
C4 -0.157 -1.748 3.231  -0.344
C5 1.185 -1.196 3.709  -0.141
H7 0.654 -2.949 1.617  0.072
H8 -0.974 -3.464 2.159  0.068
H9 0.462 -3.826 3.167  0.072
H10 -0.635 -1.014 2.554  0.101
H11 -0.826 -1.889 4.102  0.101
H12 1.855 -1.034 2.848  0.072
H13 1.051 -0.236 4.236  0.068
H14 1.663 -1.911 4.398  0.072

Atomic forces in eV per Å
-0.09 0.36 -0.57
0.02 0.04 -0.05
-0.04 0.03 0.04
-0.17 0.52 0.41
0.37 0.09 0.16
-0.26 0.00 0.43
-0.03 -0.48 0.01
0.28 -0.37 0.14
0.26 -0.01 -0.43
-0.35 -0.18 -0.14
-0.06 -0.04 -0.03
-0.22 0.11 0.04
0.00 0.07 0.04
-0.22 -0.15 0.28
0.41 0.07 0.09
-0.14 0.18 -0.30
0.11 -0.29 0.34
0.20 0.13 -0.40
-0.15 -0.03 0.36
0.14 -0.35 -0.18
-0.07 0.30 -0.23

total charge = 0
energy relative to the best compared isomer or geometry (same formula, charge and spin) = 0.1191 eV
LUMO = 0.77 eV
HOMO = -8.931 eV
frontier orbital gap = 9.70 eV

=====

Question: Which formula does entry 2 have?
Answer: C5H14S

=====

Question: Look up the energy relative to the best compared isomer or geometry (same formula, charge and spin) of the first one.
Answer: 0.5790 eV